Density functional theory data (ωB97M-V with the def2-TZVPD basis set) for CH2F3NO4S2 as an isolated structure at a distorted geometry.

Output
- Total charge: 0
- Energy: -40563.47487 eV
- HOMO: -10.553 eV
- Orbital gap: 9.596 eV
- Spin multiplicity: 1

Each line ends with the Löwdin charge.
Cartesian coordinates (Å):
C: -2.49 1.12 -0.52  -0.363
N: 2.69 -0.16 0.06  -0.113
O: -0.62 1.45 1.21  -0.614
O: 0.52 -0.53 1.11  -0.269
O: 1.84 1.63 1.55  -0.184
O: 3.74 0.52 -0.21  -0.006
F: -3.42 1.73 -1.33  -0.050
F: 3.81 1.03 -1.69  -0.140
F: 0.62 1.07 -0.75  -0.290
S: -1.42 2.12 0.17  1.050
S: 1.31 0.62 0.77  0.720
H: -2.63 -0.02 -0.25  0.155
H: 2.58 -1.08 -0.16  0.102